The following is a DFT calculation (the ωB97M-V functional and the def2-TZVPD basis) of C4H6N2O in the gas phase.

Kohn-Sham gap (eV): 9.7
Highest occupied orbital energy (Eh): -0.326
LUMO level (Eh): 0.029
Energy relative to the best compared isomer or geometry (same formula, charge and spin) (eV): 3.029

Each line ends with the natural charge from an NBO analysis.
Cartesian coordinates (Å):
C (0.05507, -1.19995, -0.62921)  0.09
C (1.66452, 0.33377, 0.10027)  -0.06
C (0.55284, 0.82882, 0.62588)  -0.21
H (2.03131, -1.40738, -1.10728)  0.41
N (1.32654, -0.85987, -0.62951)  -0.57
N (-1.41010, 0.64342, -0.76855)  -0.83
H (0.45157, 1.71360, 1.24112)  0.23
O (-1.25140, -0.59116, 1.31712)  -0.71
H (-2.06737, 0.01239, -1.21271)  0.37
H (-1.52836, -1.48798, 1.07680)  0.48
C (-0.58926, -0.06366, 0.18027)  0.22
H (2.68989, 0.68097, 0.13381)  0.22
H (-1.92527, 1.39705, -0.32802)  0.37

---

The following is a DFT calculation (the ωB97M-V functional and the def2-TZVPD basis) of C4H6N2O in the gas phase.

Kohn-Sham gap (eV): 9.9
Highest occupied orbital energy (Eh): -0.334
LUMO level (Eh): 0.030
Structure (SMILES): CN=C=CC(N)=O
Energy relative to the best compared isomer or geometry (same formula, charge and spin) (eV): 1.334

Each line ends with the natural charge from an NBO analysis.
Cartesian coordinates (Å):
N (-1.07248, 2.54441, -1.06257)  -0.82
H (-2.06482, 2.39098, -1.00318)  0.39
C (-0.76325, 0.53489, 0.19182)  -0.57
H (0.49335, -3.24652, 1.19148)  0.21
H (2.16269, -2.68219, 1.06825)  0.22
N (0.73076, -1.18599, 1.29167)  -0.40
H (-1.82977, 0.46829, 0.38152)  0.24
C (0.02437, -0.38303, 0.72751)  0.52
C (-0.16896, 1.61364, -0.62470)  0.66
O (1.02345, 1.69215, -0.87497)  -0.62
H (-0.73480, 3.23967, -1.70867)  0.40
C (1.13644, -2.47517, 0.75682)  -0.42
H (1.06302, -2.51113, -0.33497)  0.20